A structure of composition C22H21B2CrF4N5O6STe, computed with ωB97M-V/def2-TZVPD.

The value obtained for the HOMO energy (spin up / spin down) is -12.0 / -11.7 eV. Its expectation value of S² is 0.764. The orbital gap (spin up / spin down) is 6.1 / 5.8 eV.

```
! wB97M-V def2-TZVPD RIJCOSX def2/J DEFGRID3
* xyz 1 2
Cr 0.75 -0.62 0.43
C 0.25 -4.24 2.72
C 0.75 -3.02 2.04
N 0.09 -2.39 1.11
O -1.15 -2.85 0.79
B -1.26 -3.04 -0.70
F -2.37 -3.71 -1.00
F -0.07 -3.59 -1.12
O -1.33 -1.65 -1.33
N -0.08 -1.11 -1.30
C 0.46 -0.73 -2.42
C -0.20 -0.79 -3.74
C 1.84 -0.33 -2.24
N 2.20 -0.36 -0.99
O 3.49 -0.25 -0.71
B 3.83 0.27 0.65
F 5.16 0.39 0.74
F 3.15 1.45 0.81
O 3.39 -0.73 1.68
N 2.25 -1.38 1.55
C 2.03 -2.42 2.31
C 2.99 -2.93 3.32
C 2.78 -0.07 -3.35
H -0.62 -4.62 2.19
H -0.04 -4.01 3.75
H 1.04 -4.99 2.76
H -1.28 -0.88 -3.62
H 0.16 -1.66 -4.29
H 0.03 0.10 -4.32
H 3.90 -2.34 3.28
H 3.23 -3.97 3.13
H 2.56 -2.86 4.32
H 2.30 0.45 -4.17
H 3.18 -1.02 -3.73
H 3.62 0.51 -2.97
O 0.82 2.98 2.07
C 0.64 2.24 1.14
O 0.82 0.96 1.11
C 0.00 2.70 -0.15
C 0.24 3.99 -0.65
C -0.47 4.39 -1.76
C -1.43 3.52 -2.33
C -2.25 3.88 -3.41
C -3.22 3.03 -3.87
C -3.39 1.76 -3.28
C -2.58 1.36 -2.25
C -1.59 2.23 -1.75
N -0.83 1.85 -0.70
H 0.96 4.62 -0.16
H -0.32 5.37 -2.19
H -2.11 4.85 -3.86
H -3.87 3.32 -4.68
H -4.17 1.10 -3.64
H -2.70 0.39 -1.78
Te -1.97 -0.11 0.84
C -2.29 0.36 2.83
C -1.44 0.50 3.92
C -2.14 0.71 5.11
C -3.50 0.72 4.95
S -3.97 0.49 3.32
H -0.37 0.47 3.83
H -1.66 0.84 6.07
H -4.24 0.86 5.70
*
```

Which charges does Mulliken predict for the atoms? In e, they are: number 1, Cr, carries -1.51; number 2, C, carries -1.64; number 3, C, carries 0.36; number 4, N, carries 1.20; number 5, O, carries -0.77; number 6, B, carries 0.74; number 7, F, carries -0.31; number 8, F, carries -0.36; number 9, O, carries -0.50; number 10, N, carries 1.77; number 11, C, carries 0.18; number 12, C, carries -1.87; number 13, C, carries 0.02; number 14, N, carries 1.42; number 15, O, carries -0.63; number 16, B, carries 0.59; number 17, F, carries -0.31; number 18, F, carries -0.26; number 19, O, carries -0.45; number 20, N, carries 0.80; number 21, C, carries 0.34; number 22, C, carries -1.69; number 23, C, carries -1.61; number 24, H, carries 0.39; number 25, H, carries 0.31; number 26, H, carries 0.43; number 27, H, carries 0.37; number 28, H, carries 0.38; number 29, H, carries 0.51; number 30, H, carries 0.42; number 31, H, carries 0.38; number 32, H, carries 0.32; number 33, H, carries 0.42; number 34, H, carries 0.30; number 35, H, carries 0.43; number 36, O, carries -0.60; number 37, C, carries -0.16; number 38, O, carries -0.29; number 39, C, carries 0.84; number 40, C, carries -1.08; number 41, C, carries -0.83; number 42, C, carries 0.91; number 43, C, carries -0.79; number 44, C, carries -0.73; number 45, C, carries -0.85; number 46, C, carries -0.46; number 47, C, carries 0.58; number 48, N, carries 0.69; number 49, H, carries 0.57; number 50, H, carries 0.48; number 51, H, carries 0.44; number 52, H, carries 0.42; number 53, H, carries 0.48; number 54, H, carries 0.20; number 55, Te, carries 1.02; number 56, C, carries -0.08; number 57, C, carries -0.17; number 58, C, carries -0.75; number 59, C, carries -0.38; number 60, S, carries -0.03; number 61, H, carries 0.56; number 62, H, carries 0.42; number 63, H, carries 0.43


A structure of composition C43H36Cl3N3O3P2PtS, computed with ωB97M-V/def2-TZVPD.

The value obtained for the HOMO energy (spin up / spin down) is -12.6 / -12.6 eV. As for the relative energy (zero: lowest compared OMol25 entry of this formula, charge and spin): 1.280 eV. The orbital gap (spin up / spin down) is 3.4 / 3.4 eV.

```
! wB97M-V def2-TZVPD RIJCOSX def2/J DEFGRID3
* xyz 2 1
Pt -0.28 0.24 0.00
C -0.02 3.65 -2.61
N -0.20 2.51 -1.69
P 1.05 1.88 -0.64
C 1.20 3.15 0.64
C 0.04 3.83 1.02
C 0.10 4.79 2.02
C 1.30 5.08 2.65
C 2.45 4.40 2.27
C 2.40 3.44 1.28
C 2.50 1.89 -1.69
C 2.82 0.73 -2.40
C 3.87 0.75 -3.30
C 4.62 1.90 -3.48
C 4.31 3.05 -2.77
C 3.25 3.05 -1.87
P -1.15 1.19 -1.92
C -0.78 0.31 -3.43
C -0.22 -0.96 -3.42
C 0.09 -1.60 -4.61
C -0.17 -0.97 -5.82
C -0.74 0.30 -5.85
C -1.06 0.94 -4.66
C -2.88 1.70 -2.04
C -3.33 2.83 -1.34
C -4.67 3.16 -1.34
C -5.59 2.36 -2.02
C -5.16 1.23 -2.70
C -3.81 0.90 -2.72
H 0.42 4.48 -2.05
H -0.98 3.98 -2.99
H 0.64 3.40 -3.44
H -0.90 3.62 0.54
H -0.80 5.32 2.30
H 1.34 5.83 3.42
H 3.40 4.62 2.75
H 3.30 2.92 1.00
H 2.25 -0.17 -2.24
H 4.13 -0.15 -3.85
H 5.45 1.91 -4.18
H 4.89 3.95 -2.91
H 3.01 3.95 -1.32
H 0.01 -1.44 -2.47
H 0.52 -2.59 -4.60
H 0.07 -1.47 -6.75
H -0.94 0.79 -6.79
H -1.52 1.91 -4.68
H -2.61 3.44 -0.81
H -5.01 4.05 -0.83
H -6.64 2.63 -2.02
H -5.87 0.62 -3.23
H -3.48 0.02 -3.26
C 1.21 -0.10 7.90
C 0.97 -0.52 6.48
C 0.38 0.35 5.56
C 0.14 -0.04 4.25
C 0.50 -1.33 3.86
C 1.09 -2.22 4.75
C 1.32 -1.80 6.06
S 0.19 -1.84 2.22
O -1.21 -1.58 1.89
O 0.69 -3.17 2.04
N 0.97 -0.76 1.26
C 2.36 -0.60 1.29
C 3.25 -1.50 1.90
C 4.60 -1.23 1.80
C 5.06 -0.13 1.09
C 4.11 0.68 0.50
N 2.79 0.49 0.62
H 1.09 0.98 8.02
H 2.22 -0.37 8.22
H 0.51 -0.59 8.57
H 0.11 1.35 5.87
H -0.32 0.64 3.55
H 1.35 -3.22 4.43
H 1.77 -2.49 6.76
H 2.91 -2.39 2.38
H 5.31 -1.91 2.26
H 6.11 0.09 0.97
H 4.42 1.52 -0.11
Cl -7.00 -2.61 1.56
C -5.66 -1.67 1.29
C -4.66 -2.19 0.45
C -3.54 -1.44 0.23
Cl -2.37 -1.97 -0.84
C -3.36 -0.12 0.88
O -2.36 0.56 0.80
C -4.51 0.38 1.69
Cl -4.36 1.89 2.40
C -5.59 -0.40 1.91
H -4.79 -3.15 -0.02
H -6.40 -0.06 2.54
*
```

Which charges does Mulliken predict for the atoms? In e, they are: number 1, Pt, carries 1.28; number 2, C, carries -1.00; number 3, N, carries 0.38; number 4, P, carries 0.51; number 5, C, carries 1.08; number 6, C, carries -0.51; number 7, C, carries -0.78; number 8, C, carries -0.72; number 9, C, carries -0.92; number 10, C, carries -0.40; number 11, C, carries 0.97; number 12, C, carries -0.36; number 13, C, carries -0.98; number 14, C, carries -0.69; number 15, C, carries -0.84; number 16, C, carries -0.53; number 17, P, carries 0.50; number 18, C, carries 1.31; number 19, C, carries -0.28; number 20, C, carries -0.95; number 21, C, carries -0.63; number 22, C, carries -0.80; number 23, C, carries -0.66; number 24, C, carries 1.16; number 25, C, carries -0.48; number 26, C, carries -0.78; number 27, C, carries -0.66; number 28, C, carries -0.81; number 29, C, carries -0.77; number 30, H, carries 0.31; number 31, H, carries 0.43; number 32, H, carries 0.27; number 33, H, carries 0.21; number 34, H, carries 0.50; number 35, H, carries 0.45; number 36, H, carries 0.50; number 37, H, carries 0.31; number 38, H, carries 0.62; number 39, H, carries 0.51; number 40, H, carries 0.45; number 41, H, carries 0.49; number 42, H, carries 0.46; number 43, H, carries 0.27; number 44, H, carries 0.49; number 45, H, carries 0.43; number 46, H, carries 0.46; number 47, H, carries 0.47; number 48, H, carries 0.12; number 49, H, carries 0.51; number 50, H, carries 0.45; number 51, H, carries 0.49; number 52, H, carries 0.49; number 53, C, carries -1.47; number 54, C, carries 0.95; number 55, C, carries -1.02; number 56, C, carries -0.42; number 57, C, carries 0.20; number 58, C, carries -0.34; number 59, C, carries -0.80; number 60, S, carries 1.00; number 61, O, carries -0.57; number 62, O, carries -0.70; number 63, N, carries -0.06; number 64, C, carries 0.54; number 65, C, carries -0.81; number 66, C, carries -0.68; number 67, C, carries -1.09; number 68, C, carries -0.12; number 69, N, carries 0.08; number 70, H, carries 0.36; number 71, H, carries 0.38; number 72, H, carries 0.32; number 73, H, carries 0.36; number 74, H, carries 0.38; number 75, H, carries 0.54; number 76, H, carries 0.42; number 77, H, carries 0.52; number 78, H, carries 0.43; number 79, H, carries 0.48; number 80, H, carries 0.35; number 81, Cl, carries -0.05; number 82, C, carries 0.59; number 83, C, carries -0.69; number 84, C, carries 0.68; number 85, Cl, carries -0.01; number 86, C, carries -0.34; number 87, O, carries -0.38; number 88, C, carries 0.23; number 89, Cl, carries -0.08; number 90, C, carries -0.57; number 91, H, carries 0.55; number 92, H, carries 0.53


no.,calculated total energy (eV),maximum force (eV/Å)
1,-101660.9714,2.1
2,-126001.2701,1.4